# 1
Density functional theory data (the ωB97M-V functional and the def2-TZVPD basis) for C42H36AsCrF5NO5PS5Se as an isolated structure.

XYZ file:
```
98
Properties=species:S:1:pos:R:3:forces:R:3
Cr 0.295405 -1.015117 0.175431 0.1816 0.2064 0.6445
O 1.308789 -2.103011 1.648588 -0.2454 -0.0931 -0.0978
C 0.526485 -2.624159 2.727646 -0.0022 0.0064 -0.0407
C -0.909674 -2.062843 2.774304 0.1567 0.0665 -0.1449
N -1.288569 -1.239954 1.596681 -0.3306 -0.2490 -0.0914
C -1.632414 0.139902 2.030405 0.1700 -0.1207 -0.1218
C -0.355470 0.939361 2.206624 0.2206 -0.1300 -0.0975
O -0.297451 1.856682 3.010439 -0.0212 -0.0840 -0.1528
O 0.603064 0.542453 1.420946 -0.6372 0.1638 -0.1167
C -2.401720 -1.798742 0.793472 0.0846 0.1430 0.1598
C -2.472343 -0.981814 -0.493240 0.2280 0.1781 -0.2281
O -3.539983 -0.804561 -1.046023 0.1955 0.0060 -0.0604
O -1.314648 -0.505310 -0.880729 -0.2372 0.0020 0.1686
H 2.005060 -1.492749 1.989761 0.0148 0.1198 -0.0138
H 1.029387 -2.406339 3.669189 0.0813 0.0301 0.0170
H 0.488570 -3.698731 2.600747 0.0720 -0.0682 0.0169
H -1.011138 -1.447620 3.664966 -0.0745 0.0611 0.0514
H -1.604887 -2.895169 2.867368 -0.0850 -0.0216 -0.0050
H -2.220671 0.139730 2.944408 -0.0805 -0.0611 0.1088
H -2.209261 0.643053 1.255386 -0.0363 -0.0059 -0.1060
H -3.358249 -1.749155 1.315130 -0.0258 0.0498 0.0979
H -2.180961 -2.830828 0.528667 0.0803 -0.0710 0.0262
F 3.672516 -7.565552 -0.244213 0.1676 -0.2046 0.0551
C 2.897409 -6.509300 -0.480833 0.0085 -0.0417 0.0043
C 3.148789 -5.689425 -1.557245 0.0780 0.0296 -0.1275
F 4.176720 -5.963924 -2.362165 0.1387 -0.0169 -0.0939
C 2.330134 -4.605169 -1.805273 0.0152 0.2146 -0.0991
F 2.610921 -3.857889 -2.871163 0.0342 -0.0218 -0.0573
C 1.245743 -4.299050 -1.000720 -0.1223 -0.0332 0.2482
Se 0.030866 -2.897026 -1.434066 -0.1899 -0.1547 -0.0661
C 1.025988 -5.148807 0.075481 0.0411 0.1436 -0.1716
F -0.014294 -4.945166 0.898364 -0.1811 -0.0670 0.0211
C 1.826627 -6.238711 0.341625 -0.1013 0.0319 0.0804
F 1.562818 -7.045818 1.374692 -0.0168 -0.0834 0.1618
C 0.182834 3.244259 -2.766681 0.0855 0.0683 0.2427
C 0.295707 4.748734 -2.540060 -0.0343 -0.1749 0.0483
As -0.177762 5.850173 -4.099831 -0.0196 -0.0360 0.0227
C -2.038475 5.261913 -4.248012 -0.1205 -0.0062 -0.0167
C -2.937130 5.357335 -3.185172 -0.0292 -0.0472 -0.0517
C -4.242846 4.905478 -3.325798 0.0606 0.0174 -0.0360
C -4.664953 4.351676 -4.530197 0.0510 0.0243 -0.0092
C -3.776887 4.249271 -5.592791 0.0025 0.0184 0.0592
C -2.469606 4.704444 -5.449336 -0.0436 0.0076 0.0799
C -0.551855 7.500183 -3.106620 -0.0105 0.1152 -0.0018
C 0.003972 7.778575 -1.860188 -0.0102 0.0428 -0.0100
C -0.307916 8.960530 -1.192481 -0.0171 -0.0101 -0.0887
C -1.167321 9.884339 -1.770673 0.0243 -0.0523 -0.0262
C -1.709257 9.626162 -3.025993 0.0434 -0.0298 0.0386
C -1.399372 8.445764 -3.686012 0.0347 0.0101 0.0621
P 0.279589 2.192605 -1.189838 -0.0257 0.5810 -0.3808
C 1.737914 3.018752 -0.423430 -0.1023 0.0026 0.1148
C 1.831934 3.490934 0.885437 0.0617 0.1524 -0.1982
C 3.013192 4.065716 1.348707 -0.0524 0.1864 -0.1550
C 4.127972 4.155054 0.528577 -0.0808 -0.0031 0.0195
C 4.065886 3.634389 -0.759381 -0.0810 0.0260 -0.0255
C 2.887024 3.065385 -1.220257 0.0145 0.1175 0.0260
C -1.258516 2.907719 -0.447241 0.0237 0.1178 -0.0034
C -1.386138 3.921556 0.504583 -0.0809 -0.0046 -0.0463
C -2.642334 4.368427 0.905244 0.0429 -0.0168 -0.0032
C -3.794433 3.805070 0.375122 0.0238 -0.0453 -0.0644
C -3.685670 2.802198 -0.582659 0.0758 0.0067 0.0482
C -2.432033 2.372884 -0.997206 0.0146 -0.0163 0.1172
H 0.949378 2.896524 -3.460373 -0.0141 -0.0745 -0.0428
H -0.787879 3.000833 -3.202555 -0.0099 -0.1087 -0.0492
H 1.312426 5.015680 -2.258568 0.0952 0.0084 0.0475
H -0.363328 5.055654 -1.728978 -0.0555 0.0046 0.0835
H -2.617548 5.783964 -2.238797 -0.0211 -0.0277 -0.0238
H -4.928261 4.978136 -2.489101 0.0386 -0.0122 -0.0351
H -5.684043 3.996473 -4.637269 0.0607 0.0143 0.0092
H -4.099529 3.813091 -6.531499 0.0213 0.0172 0.0425
H -1.774646 4.623795 -6.277162 -0.0113 -0.0098 -0.0234
H 0.685052 7.075975 -1.393534 -0.0613 0.0137 0.0087
H 0.121035 9.153425 -0.216078 0.0015 -0.0030 -0.0342
H -1.411461 10.803052 -1.249657 0.0061 -0.0418 -0.0200
H -2.375686 10.345410 -3.488360 0.0176 -0.0301 0.0137
H -1.830769 8.246743 -4.661059 -0.0339 0.0117 0.0064
H 1.004708 3.376315 1.573398 0.0139 0.0392 -0.0560
H 3.056794 4.440712 2.367097 -0.0058 -0.0328 -0.0817
H 5.046933 4.597586 0.896099 -0.0312 -0.0206 -0.0330
H 4.941003 3.664662 -1.399756 -0.0382 -0.0361 0.0350
H 2.860086 2.636044 -2.217200 0.0319 0.0512 0.0234
H -0.513768 4.385453 0.941853 -0.0378 -0.0022 -0.0643
H -2.713849 5.162905 1.640582 0.0071 -0.0578 -0.0214
H -4.769818 4.148947 0.701864 0.0346 -0.0263 -0.0041
H -4.570710 2.336856 -1.003036 0.0585 0.0502 -0.0011
H -2.362222 1.592871 -1.746109 -0.0143 -0.0635 0.0584
C 2.775592 1.511909 3.080770 0.1489 -0.1612 0.0311
S 3.470489 -0.088555 2.588786 0.1121 0.0076 0.0914
C 4.248283 0.289353 1.063302 0.0216 0.0435 0.0822
C 3.843928 0.008281 -0.197921 -0.0910 0.2064 0.1466
S 2.459920 -0.736340 -0.936055 -0.0421 -0.2671 -0.2734
S 5.034258 0.437972 -1.422856 0.0215 -0.1164 -0.0340
C 6.261115 1.102349 -0.412819 -0.0941 -0.0347 0.1178
S 7.667224 1.745771 -0.977786 0.0754 0.0611 -0.0523
S 5.831853 1.027210 1.247162 0.0182 -0.0688 -0.0769
H 2.409593 1.396954 4.102435 -0.0072 -0.0197 -0.0616
H 1.959665 1.773052 2.412670 0.3581 -0.1536 0.3675
H 3.566189 2.260859 3.049777 -0.0061 -0.1373 0.0919
```
Positions in Å, forces in eV/Å.

Spin multiplicity: 4
<S²>: 3.80
Orbital gap (alpha / beta) (eV): 7.1226 / 7.1593
Total charge: -1
Lowest unoccupied orbital energy (alpha / beta) (eV): 2.0 / 2.0

These are the Löwdin partial charges, in e, on atoms 1 to 4:
1 Cr 0.448
2 O -0.215
3 C -0.155
4 C -0.093

# 2
Density functional theory data (the ωB97M-V functional and the def2-TZVPD basis) for C42H36BBrN15O2Sr as an isolated structure at a distorted geometry.

XYZ file:
```
98
Properties=species:S:1:pos:R:3:forces:R:3
Sr -0.014194 -0.328620 1.024459 0.8950 0.9312 2.2672
C 0.222277 0.181106 5.052686 -0.0118 -0.1046 -0.0666
C -0.710973 -0.834404 4.477909 -0.2228 -0.1885 -0.0259
C -1.676959 -1.574392 5.177854 0.0376 0.0452 0.0089
C -2.303412 -2.331858 4.218748 -0.0267 0.0685 0.1132
N -1.728911 -2.064085 3.029315 -0.0755 -0.2173 0.1404
N -0.750134 -1.144188 3.182526 -0.1223 -0.1848 1.3539
B -2.232665 -2.557702 1.658092 -0.2940 -0.1838 0.1989
N -1.097076 -3.179615 0.808758 -0.1244 -0.4249 -0.0570
C -1.217510 -4.192647 -0.069540 0.1398 -0.0296 -0.1323
C 0.005334 -4.379950 -0.677187 0.0183 0.0208 -0.0011
C 0.844718 -3.408461 -0.108328 -0.2151 -0.1977 -0.0212
C 2.285377 -3.135925 -0.393331 -0.0982 0.0894 0.0468
N 0.161070 -2.692351 0.780972 0.4435 -1.1571 -0.1059
N -2.880155 -1.375102 0.906292 -0.2631 -0.2377 -0.2656
C -3.742101 -1.445035 -0.126802 0.0017 0.1920 0.0016
C -4.182779 -0.170519 -0.397644 -0.0234 -0.0145 0.0173
C -3.524697 0.643428 0.545127 -0.0917 -0.2277 -0.1206
C -3.736788 2.105551 0.771275 0.0375 -0.0914 0.0193
N -2.718089 -0.091479 1.301436 -0.3820 0.4423 0.3629
N -3.254136 -3.679607 1.915417 0.1869 -0.1362 -0.1052
C -2.966523 -4.886625 2.459712 0.0467 -0.0071 -0.0245
C -4.136424 -5.597427 2.549929 -0.0637 -0.0267 0.0405
C -5.119373 -4.730576 2.025109 0.1853 0.0112 0.0285
C -6.584549 -4.977652 1.865849 0.0399 0.0699 -0.0233
N -4.573021 -3.585434 1.650513 -0.2372 0.1560 -0.0270
H -0.253316 0.685512 5.892996 -0.0007 0.0172 -0.0096
H 1.136654 -0.287818 5.421809 0.0239 0.0370 -0.0016
H 0.499845 0.913288 4.300370 0.0477 0.0636 0.0315
H -1.887630 -1.543007 6.233480 -0.0206 -0.0099 -0.0142
H -3.121718 -3.024085 4.317421 0.0053 -0.0035 -0.0961
H -2.145591 -4.722959 -0.206252 -0.0226 0.0462 0.0788
H 0.260430 -5.116197 -1.420447 0.0008 0.0052 0.0038
H 2.662168 -3.838078 -1.134499 0.0228 -0.0035 0.0044
H 2.401303 -2.117207 -0.765548 0.0749 -0.0176 -0.0141
H 2.884060 -3.226133 0.514435 0.0171 -0.0278 -0.0127
H -4.002688 -2.382124 -0.583298 -0.0034 -0.0694 0.0437
H -4.899531 0.134757 -1.142462 -0.0098 -0.0257 0.0132
H -3.952797 2.611451 -0.170831 0.0328 0.0496 0.0130
H -4.587357 2.262474 1.437327 -0.0116 -0.0001 -0.0263
H -2.867771 2.562757 1.235948 0.0451 0.0338 0.0298
H -1.958976 -5.147627 2.743832 -0.0094 0.0271 -0.0270
H -4.276626 -6.592727 2.938152 0.0299 0.0090 -0.0057
H -6.845334 -5.962719 2.248892 -0.0423 0.0014 -0.0046
H -7.162357 -4.226575 2.404910 -0.0207 -0.0283 0.0088
H -6.873175 -4.924295 0.815511 -0.0231 -0.0290 0.0087
Br 1.978876 -0.587041 -8.227987 -0.0820 0.1062 0.0637
C 1.007850 0.774537 -7.336455 0.0380 -0.0712 -0.0665
C 0.029228 1.476095 -8.027895 0.0810 -0.1007 -0.0728
C -0.667738 2.480650 -7.386213 -0.1696 0.1598 0.1552
C -0.422668 2.751110 -6.038061 0.6623 -0.6176 0.0052
C 0.584075 2.044505 -5.360829 -0.0711 0.1866 -0.0649
C 1.299625 1.060676 -6.009759 0.0292 -0.0266 0.0070
N -1.127910 3.786972 -5.425791 -0.4848 0.4060 -0.3448
N -1.318063 3.812232 -4.193298 0.0462 0.2873 0.3169
C -1.379868 2.765684 -3.356383 -0.0462 -0.3540 -0.1216
C -1.822465 1.476322 -3.786616 -0.1958 -0.1106 0.1560
C -1.790892 0.409790 -2.960351 -0.0455 -0.0054 -0.3120
C -1.254427 0.500271 -1.618073 -0.1150 -0.1857 -0.1991
O -1.012111 -0.506278 -0.954182 -1.0179 0.2214 -2.2197
C -0.966091 1.864796 -1.111749 0.0228 0.4706 -0.1154
N -0.557747 1.976494 0.157392 -0.2076 0.6075 -0.2869
C -0.214991 3.165594 0.616405 -0.0850 -0.0019 0.0460
C -0.235635 4.319157 -0.167118 -0.0124 0.0382 -0.0613
C -0.650636 4.220725 -1.473164 -0.0325 -0.0254 0.0277
C -1.042310 2.971007 -1.970104 0.1310 -0.0235 0.1412
H -0.173997 1.240361 -9.062961 -0.0056 0.0097 0.0022
H -1.432733 3.041002 -7.908174 0.0350 0.0410 0.0137
H 0.814683 2.265792 -4.326302 0.1389 -0.0328 -0.0336
H 2.076130 0.525748 -5.480991 0.0039 -0.0090 -0.0184
H -2.181790 1.372443 -4.802082 -0.0047 -0.0336 0.0362
H -2.094261 -0.569548 -3.305532 -0.0176 -0.0216 0.0947
H 0.073326 3.208026 1.662762 0.0625 0.0194 -0.0359
H 0.079386 5.266749 0.247482 -0.0322 -0.0088 0.0282
H -0.674660 5.082245 -2.126619 -0.0100 0.0009 0.0055
O 1.834645 1.634620 -2.378128 -0.0954 -0.1168 0.0390
C 1.807198 0.903837 -1.413983 0.3522 0.0148 0.0492
N 1.774736 0.217213 -0.447036 0.9404 0.3680 -1.2043
N 9.559655 4.749848 0.291565 -0.0618 -0.0235 0.0144
C 8.633192 4.147298 0.607376 0.2298 0.1560 -0.0908
C 7.487495 3.389047 1.009320 -0.2205 -0.1786 0.1027
C 7.482521 2.754221 2.251159 0.0230 0.0444 -0.0757
C 6.383291 2.015566 2.643207 -0.0969 -0.0583 0.0229
C 5.288961 1.900706 1.793243 0.2094 0.1638 -0.0882
C 5.291413 2.526096 0.550747 -0.1245 -0.0923 0.0379
C 6.386212 3.273836 0.162108 0.0850 0.0596 0.0271
N 4.165414 1.143242 2.186413 -0.0917 0.0270 0.0526
C 4.171084 -0.065698 2.851574 -0.0577 -0.1420 0.0512
C 2.865003 -0.426607 2.972191 0.0780 -0.0043 -0.0484
N 2.060859 0.531709 2.401990 0.1559 0.3162 0.3787
C 2.866165 1.453077 1.947713 0.0249 -0.1094 0.0459
H 8.336953 2.853895 2.905994 0.0011 -0.0110 0.0003
H 6.362144 1.538354 3.613789 0.0025 0.0093 0.0034
H 4.444595 2.396657 -0.112086 0.0296 0.0010 -0.0328
H 6.401344 3.759473 -0.803658 -0.0124 -0.0110 -0.0073
H 5.084793 -0.554846 3.138999 -0.0050 0.0076 -0.0242
H 2.444282 -1.317359 3.410581 0.0409 -0.0033 0.0058
H 2.567956 2.354584 1.438681 0.0615 -0.0155 -0.0528
```
Positions in Å, forces in eV/Å.

Spin multiplicity: 2
<S²>: 0.83
Orbital gap (alpha / beta) (eV): 6.7717 / 6.1574
Total charge: 0
Lowest unoccupied orbital energy (alpha / beta) (eV): -1.3 / -2.4

These are the Löwdin partial charges, in e, on atoms 1 to 4:
1 Sr 1.458
2 C -0.038
3 C -0.340
4 C -0.015

Across the entries above, ΔE to the lowest compared entry with this formula, charge and spin takes the values 15.9 13.2 kcal/mol, respectively.